{
  "formula": "C36H35N3O3PSZn",
  "method": "ωB97M-V/def2-TZVPD",
  "lumo_ha": -0.11228,
  "charge": 1,
  "homo_ev": -10.8448,
  "elements": ["Zn", "C", "C", "C", "C", "C", "C", "C", "S", "O", "O", "N", "C", "C", "C", "C", "C", "N", "H", "H", "H", "H", "H", "H", "H", "H", "H", "H", "H", "C", "C", "C", "C", "C", "O", "C", "N", "C", "C", "C", "C", "C", "C", "P", "C", "C", "C", "C", "C", "C", "C", "C", "C", "C", "C", "C", "H", "H", "H", "H", "H", "H", "H", "H", "H", "H", "H", "H", "H", "H", "H", "H", "H", "H", "H", "H", "H", "H", "H", "H"],
  "positions_angstrom": [[0.4857, -0.7654, 0.8846], [-1.7232, -0.0914, -6.1632], [-1.5258, -0.8796, -4.9062], [-2.0152, -0.4147, -3.6904], [-1.8183, -1.1446, -2.5325], [-1.1329, -2.3406, -2.5773], [-0.6509, -2.8307, -3.7752], [-0.8529, -2.0989, -4.9339], [-0.9033, -3.1791, -1.0104], [-2.0520, -2.9474, -0.1820], [-0.4501, -4.5238, -1.2129], [0.2735, -2.2496, -0.3063], [1.5456, -2.2113, -0.7355], [2.1880, -3.1436, -1.5667], [3.5278, -2.9762, -1.8206], [4.2081, -1.8815, -1.2799], [3.5113, -1.0031, -0.4874], [2.2160, -1.1621, -0.2092], [-2.4445, 0.7111, -6.0270], [-2.0680, -0.7366, -6.9678], [-0.7780, 0.3491, -6.4816], [-2.5819, 0.5035, -3.6481], [-2.2131, -0.8224, -1.5864], [-0.1485, -3.7841, -3.7920], [-0.5080, -2.4878, -5.8802], [1.6255, -3.9918, -1.9200], [4.0579, -3.6934, -2.4264], [5.2574, -1.7324, -1.4604], [3.9832, -0.1410, -0.0385], [3.3695, -1.1571, 3.2663], [2.3157, -2.2124, 3.5974], [2.2397, -3.3016, 2.5329], [0.9286, -1.5974, 3.8626], [0.8610, -0.9251, 5.2441], [0.2503, 0.3291, 4.9898], [0.0786, 0.4718, 3.6794], [0.4792, -0.5239, 2.9572], [-0.5844, 1.7427, 3.3321], [-1.0051, 2.5046, 4.4343], [-1.6512, 3.7151, 4.2870], [-1.8730, 4.2245, 3.0174], [-1.4817, 3.4856, 1.9181], [-0.8564, 2.2444, 2.0512], [-0.5886, 1.3494, 0.4857], [0.3424, 2.4983, -0.5577], [0.3130, 2.3119, -1.9390], [1.1330, 3.0742, -2.7505], [2.0072, 3.9925, -2.1884], [2.0558, 4.1611, -0.8131], [1.2264, 3.4162, 0.0056], [-2.2947, 1.1954, -0.1235], [-3.0322, 0.1558, 0.4466], [-4.3175, -0.1000, 0.0071], [-4.8624, 0.6649, -1.0136], [-4.1286, 1.6918, -1.5842], [-2.8504, 1.9752, -1.1311], [4.3170, -1.6447, 3.0488], [3.5295, -0.4827, 4.1058], [3.0687, -0.5719, 2.3969], [2.5967, -2.7001, 4.5391], [1.8872, -2.8979, 1.5890], [1.5541, -4.0882, 2.8394], [3.2193, -3.7467, 2.3750], [0.1880, -2.4007, 3.7734], [1.8497, -0.7437, 5.6768], [0.2504, -1.4640, 5.9680], [-0.8296, 2.1172, 5.4238], [-1.9819, 4.2500, 5.1628], [-2.3579, 5.1797, 2.8900], [-1.6659, 3.8612, 0.9216], [-0.3435, 1.5654, -2.3662], [1.0993, 2.9403, -3.8210], [2.6626, 4.5683, -2.8231], [2.7478, 4.8653, -0.3756], [1.2664, 3.5381, 1.0796], [-2.5775, -0.4753, 1.2020], [-4.8786, -0.9115, 0.4434], [-5.8563, 0.4560, -1.3754], [-4.5470, 2.2782, -2.3898], [-2.2876, 2.7885, -1.5675]],
  "forces_ev_per_angstrom": [[-0.417, 1.377, 1.019], [0.057, -0.008, -0.092], [-0.008, -0.032, 0.041], [0.055, -0.167, 0.057], [-0.123, 0.126, 0.031], [-0.012, -0.382, 0.475], [0.111, -0.195, 0.015], [-0.056, 0.046, 0.067], [0.252, 0.613, 0.430], [-0.120, 0.132, -0.140], [0.084, 0.176, -0.319], [-1.319, -0.899, -0.175], [1.269, -0.533, -0.943], [0.019, 0.041, 0.018], [-0.123, 0.229, 0.124], [-0.014, 0.032, 0.002], [0.194, 0.064, 0.085], [-0.323, -0.244, -0.043], [-0.028, 0.021, 0.005], [-0.042, -0.001, -0.099], [0.022, 0.051, -0.055], [-0.018, 0.112, -0.036], [-0.145, 0.139, 0.038], [0.078, -0.148, -0.084], [0.098, -0.050, -0.083], [0.084, -0.068, -0.083], [0.049, -0.103, -0.092], [0.157, 0.064, -0.048], [0.108, 0.045, 0.028], [-0.208, -0.168, 0.161], [-0.088, 0.048, -0.219], [0.004, 0.141, 0.210], [0.138, -0.455, 0.498], [0.304, -0.618, 0.060], [-0.287, 0.428, 0.052], [0.177, -0.438, -0.228], [-0.005, 0.240, -0.519], [-0.262, 0.532, 0.051], [0.035, -0.107, 0.015], [0.053, -0.078, -0.132], [0.023, -0.040, 0.066], [0.099, -0.182, 0.035], [0.082, -0.018, -0.047], [-0.102, 0.036, 0.192], [-0.004, -0.238, 0.017], [-0.008, -0.012, 0.144], [0.039, -0.004, -0.045], [0.007, 0.012, 0.005], [0.067, 0.018, -0.039], [-0.171, -0.126, 0.033], [0.204, -0.134, 0.015], [0.114, 0.178, -0.050], [-0.028, -0.015, 0.116], [0.033, -0.014, -0.029], [-0.028, 0.138, 0.008], [0.122, -0.016, 0.118], [0.078, 0.033, -0.045], [0.033, 0.161, 0.005], [0.078, 0.033, -0.032], [-0.031, 0.066, -0.024], [0.028, -0.111, -0.098], [-0.074, -0.101, -0.031], [0.059, -0.031, -0.090], [0.049, 0.060, 0.116], [-0.109, -0.017, -0.092], [0.036, 0.013, -0.069], [-0.014, 0.076, 0.051], [0.003, 0.090, 0.074], [-0.058, 0.081, -0.052], [-0.074, 0.077, -0.056], [-0.018, -0.041, -0.111], [0.018, -0.011, -0.094], [0.040, 0.082, -0.067], [0.032, 0.065, 0.015], [0.021, 0.065, 0.036], [-0.080, -0.070, 0.022], [-0.057, -0.079, 0.018], [-0.120, -0.059, -0.031], [-0.070, 0.046, -0.010], [0.029, 0.023, -0.063]],
  "lowdin_charge": [0.65, -0.04, -0.26, -0.03, -0.06, -0.26, -0.04, -0.02, 0.63, -0.30, -0.28, -0.19, -0.45, 0.01, -0.03, -0.06, -0.13, 0.03, 0.08, 0.09, 0.09, 0.10, 0.07, 0.11, 0.12, 0.10, 0.12, 0.10, 0.12, -0.05, -0.37, -0.05, -0.25, -0.06, 0.02, -0.28, 0.08, -0.11, 0.01, -0.03, -0.03, -0.07, -0.28, 1.09, -0.36, -0.09, -0.06, -0.06, -0.06, -0.08, -0.37, -0.12, -0.05, -0.05, -0.07, -0.09, 0.09, 0.08, 0.05, 0.14, 0.04, 0.09, 0.09, 0.16, 0.13, 0.14, 0.12, 0.12, 0.12, 0.11, 0.09, 0.11, 0.11, 0.11, 0.11, 0.10, 0.12, 0.11, 0.11, 0.11]
}

{
  "formula": "C19H26N4O4S",
  "method": "ωB97M-V/def2-TZVPD",
  "lumo_ha": 0.01847,
  "smiles": "Cc1ccc(NC(=O)CSc2nnc(CCNC(=O)OC(C)(C)C)o2)c(C)c1",
  "homo_ev": -7.9302,
  "elements": ["C", "C", "C", "C", "C", "N", "C", "O", "C", "S", "C", "N", "N", "C", "C", "C", "N", "C", "O", "O", "C", "C", "C", "C", "O", "C", "C", "C", "H", "H", "H", "H", "H", "H", "H", "H", "H", "H", "H", "H", "H", "H", "H", "H", "H", "H", "H", "H", "H", "H", "H", "H", "H", "H"],
  "positions_angstrom": [[7.7421, -1.3244, 0.3289], [6.2512, -1.4686, 0.2723], [5.6404, -2.2918, -0.6611], [4.2649, -2.4270, -0.6940], [3.4694, -1.7391, 0.2137], [2.0686, -1.8341, 0.2007], [1.2942, -2.6902, -0.4954], [1.6689, -3.5806, -1.2270], [-0.2028, -2.4545, -0.2585], [-0.8851, -1.1698, -1.3640], [-0.4687, 0.2348, -0.4639], [0.2723, 0.3074, 0.6020], [0.3388, 1.6129, 0.9372], [-0.3581, 2.2683, 0.0749], [-0.6360, 3.7193, 0.0541], [-1.9807, 3.9982, 0.7594], [-3.0990, 3.4050, 0.0789], [-3.5117, 2.1344, 0.3472], [-3.0633, 1.4607, 1.2427], [-4.4856, 1.7997, -0.5089], [-5.2232, 0.5612, -0.3433], [-5.9305, 0.5538, 1.0114], [-4.2923, -0.6413, -0.4819], [-6.2413, 0.5843, -1.4833], [-0.9004, 1.4457, -0.8634], [4.0650, -0.9091, 1.1751], [3.2430, -0.1744, 2.1929], [5.4448, -0.7913, 1.1792], [8.1452, -1.9199, 1.1487], [8.0236, -0.2872, 0.5006], [8.2003, -1.6656, -0.5961], [6.2420, -2.8344, -1.3756], [3.8014, -3.0704, -1.4226], [1.5860, -1.1127, 0.7341], [-0.7438, -3.3615, -0.5257], [-0.4264, -2.1546, 0.7633], [0.1636, 4.2322, 0.5861], [-0.6802, 4.0652, -0.9799], [-1.9482, 3.5690, 1.7639], [-2.1373, 5.0766, 0.8267], [-3.4405, 3.8271, -0.7698], [-6.5612, 1.4350, 1.1098], [-6.5496, -0.3347, 1.0957], [-5.2004, 0.5524, 1.8163], [-3.7590, -0.5961, -1.4289], [-3.5708, -0.6514, 0.3302], [-4.8731, -1.5586, -0.4479], [-6.8591, -0.3076, -1.4458], [-5.7276, 0.6205, -2.4402], [-6.8774, 1.4615, -1.3981], [2.5656, 0.5399, 1.7269], [2.6455, -0.8702, 2.7813], [3.8921, 0.3725, 2.8718], [5.9108, -0.1522, 1.9168]],
  "forces_ev_per_angstrom": [[-0.023, -0.043, 0.070], [0.004, -0.029, -0.084], [0.055, 0.169, 0.183], [-0.130, -0.097, -0.110], [0.388, -0.116, -0.127], [0.187, 0.287, 0.406], [-0.528, 0.035, 0.216], [0.062, -0.196, -0.209], [0.046, 0.267, -0.210], [-0.056, -0.380, -0.350], [0.435, -0.090, 0.672], [-0.552, -1.020, -0.666], [-0.065, 1.474, 0.193], [0.576, -0.016, 0.399], [-0.450, -0.062, 0.074], [0.251, -0.001, 0.041], [-0.132, 0.153, -0.284], [-0.116, 0.415, -0.091], [0.104, -0.300, 0.247], [-0.067, 0.044, -0.187], [-0.318, -0.581, 0.131], [0.248, 0.160, -0.152], [-0.035, 0.358, 0.059], [0.346, 0.163, 0.265], [-0.031, -0.154, -0.138], [0.011, -0.067, -0.024], [0.041, 0.004, -0.074], [-0.047, -0.115, -0.157], [0.115, -0.012, 0.023], [0.089, 0.052, -0.008], [0.086, 0.001, -0.043], [0.069, -0.050, -0.083], [-0.030, -0.012, -0.016], [-0.105, -0.182, -0.194], [0.080, 0.064, 0.035], [-0.036, -0.076, 0.037], [0.056, -0.036, -0.073], [0.075, 0.091, 0.033], [0.012, 0.171, -0.078], [0.000, -0.073, 0.065], [-0.049, -0.049, 0.087], [-0.105, 0.060, 0.007], [-0.094, -0.092, -0.014], [-0.018, -0.037, 0.056], [0.001, -0.031, -0.064], [0.038, -0.063, -0.010], [-0.108, -0.115, -0.036], [-0.064, -0.106, 0.013], [0.037, -0.021, -0.125], [-0.101, 0.077, 0.002], [-0.067, 0.066, 0.057], [-0.113, -0.010, 0.084], [0.006, 0.031, 0.054], [0.023, 0.091, 0.101]],
  "lowdin_charge": [-0.06, -0.29, -0.04, 0.00, -0.17, 0.13, -0.53, 0.06, -0.33, 1.05, -0.66, 0.03, 0.12, -0.35, -0.07, -0.16, 0.08, -0.57, 0.10, 0.04, -0.57, -0.02, -0.04, -0.02, 0.08, -0.20, -0.04, -0.01, 0.08, 0.08, 0.07, 0.11, 0.10, 0.08, 0.09, 0.09, 0.13, 0.13, 0.13, 0.12, 0.15, 0.09, 0.09, 0.08, 0.06, 0.07, 0.09, 0.09, 0.09, 0.09, 0.05, 0.09, 0.08, 0.12]
}

How do the records compare in Kohn-Sham gap? In the order shown, they have 7.790; 8.433 eV.
How do the records compare in electronic energy? In the order shown, they have -117051.7402; -45112.1887 eV.
How do the records compare in ΔE to the lowest compared entry with this formula, charge and spin? In the order shown, they have 0.286; 1.194 eV.